Molecular formula: C36H84F18N6O24S6
Method: DFT, the ωB97M-V functional and the def2-TZVPD basis

Last column: Mulliken charge in e.
Element x y z (Å)
C: -3.0242 -2.6803 -3.9600  -0.893
N: -4.0428 -1.8259 -4.7793  0.083
C: -4.8994 -2.6208 -5.6906  -0.900
C: -4.9266 -0.9795 -3.8308  -0.959
C: -3.2640 -0.7799 -5.6550  -0.649
C: -2.1812 -0.0388 -4.8552  0.180
O: -0.9938 -0.7606 -5.0386  -0.496
H: -2.3127 -3.1919 -4.6082  0.289
H: -3.7069 -3.4121 -3.5281  0.554
H: -2.5023 -2.1066 -3.1941  0.228
H: -5.5359 -3.3366 -5.1704  0.336
H: -4.1504 -3.1703 -6.2607  0.425
H: -5.3810 -1.9742 -6.4243  0.383
H: -5.7897 -0.6176 -4.3895  0.403
H: -4.3434 -0.2785 -3.2336  0.384
H: -5.4276 -1.6951 -3.1789  0.413
H: -3.9447 0.0495 -5.8468  0.417
H: -2.8965 -1.2420 -6.5713  0.381
H: -2.4134 0.1594 -3.8089  -0.172
H: -2.0320 0.9411 -5.3085  0.235
H: -0.6331 -0.6608 -5.9226  0.377
C: -3.3135 -4.6734 6.0799  -0.983
N: -3.4445 -3.7773 4.8140  0.414
C: -2.1924 -4.0165 3.9829  -0.712
C: -4.7783 -4.1105 4.0960  -0.635
C: -3.4115 -2.2207 5.2850  -0.743
C: -4.1494 -1.1886 4.3202  -0.617
O: -3.2958 -0.8645 3.2992  0.189
H: -4.2469 -4.5104 6.6187  0.440
H: -2.4402 -4.3970 6.6706  0.343
H: -3.2118 -5.7035 5.7383  0.394
H: -2.1430 -3.1567 3.3147  -0.163
H: -2.3601 -4.9468 3.4402  0.444
H: -1.3333 -4.2746 4.6021  0.347
H: -5.5349 -3.8237 4.8263  0.447
H: -4.9082 -5.1773 3.9143  0.377
H: -4.8311 -3.4755 3.2117  -0.109
H: -2.4096 -1.8411 5.4859  0.312
H: -3.9292 -2.2209 6.2442  0.499
H: -4.3058 -0.3145 4.9523  0.521
H: -5.1797 -1.4501 4.0787  0.416
H: -3.6209 -0.0190 2.9815  0.142
C: 4.7459 2.3972 -3.6678  -0.894
N: 3.5733 2.5765 -4.6679  0.170
C: 4.1703 3.0526 -6.0153  -0.865
C: 2.8212 1.2185 -4.8138  -0.675
C: 2.5744 3.6958 -4.2728  -1.427
C: 1.8408 3.5169 -2.9341  0.987
O: 0.9714 2.4202 -2.8208  0.885
H: 5.4479 1.5788 -3.8274  0.345
H: 4.3458 2.1538 -2.6835  0.416
H: 5.3168 3.3238 -3.6067  0.355
H: 4.7643 3.9659 -5.9810  0.397
H: 3.3995 3.4625 -6.6679  0.369
H: 4.7086 2.2130 -6.4550  0.376
H: 3.5546 0.4256 -4.9608  0.352
H: 2.1232 1.5412 -5.5863  0.442
H: 2.3107 0.9650 -3.8847  0.097
H: 1.8807 3.9519 -5.0736  0.332
H: 3.2403 4.5515 -4.1617  0.395
H: 1.2195 4.3944 -2.7551  -0.727
H: 2.5880 3.3807 -2.1523  0.455
H: 0.0773 2.7089 -2.6236  -0.474
C: 5.1484 -5.8279 2.3717  -1.217
N: 4.9486 -4.8058 1.2416  0.522
C: 3.4610 -4.7071 0.9728  -0.692
C: 5.4801 -3.4108 1.6097  -0.846
C: 5.6450 -5.2664 -0.1035  -0.360
C: 6.9236 -6.0142 0.2059  -0.738
O: 7.8982 -5.1672 0.8208  -0.520
H: 6.1899 -5.7782 2.6893  0.441
H: 4.6925 -6.7959 2.1636  0.487
H: 4.6198 -5.4479 3.2459  0.316
H: 2.9224 -5.6297 0.7566  0.397
H: 3.4960 -4.0672 0.0911  0.676
H: 2.8713 -4.2711 1.7792  -0.459
H: 4.8648 -2.9567 2.3864  0.330
H: 5.4027 -2.8553 0.6750  0.373
H: 6.5177 -3.5384 1.9181  0.291
H: 5.7818 -4.4026 -0.7541  0.399
H: 4.8878 -5.9569 -0.4748  0.338
H: 7.2393 -6.4429 -0.7452  0.472
H: 6.7685 -6.8793 0.8506  0.377
H: 8.7943 -5.5111 0.8390  0.314
C: 0.0679 5.5507 -0.8038  0.944
N: -0.2948 6.9947 -0.4989  0.402
C: -0.4916 7.6890 -1.9427  -0.863
C: -1.6136 7.0875 0.1497  -0.947
C: 0.7347 7.8532 0.3388  -0.709
C: 0.9412 7.3386 1.7660  -0.231
O: -0.0851 8.0916 2.5219  -0.513
H: 1.1400 5.5001 -0.9940  0.178
H: -0.5436 5.2238 -1.6448  -1.188
H: -0.2699 4.9869 0.0658  0.111
H: -0.8415 8.7118 -1.8031  0.434
H: -1.2510 7.1944 -2.5483  0.212
H: 0.3379 7.6131 -2.6457  0.347
H: -1.4707 6.7373 1.1719  0.344
H: -2.3285 6.5047 -0.4312  0.266
H: -1.8274 8.1550 0.2031  0.497
H: 0.4261 8.8981 0.3038  0.441
H: 1.6154 7.8481 -0.3033  0.491
H: 1.9486 7.5889 2.0986  0.494
H: 0.7719 6.2620 1.7862  -0.010
H: 0.4357 8.5565 3.1810  0.346
C: -0.8322 -0.0414 -1.0022  -1.342
N: -0.1263 0.1379 0.3652  1.421
C: 0.5330 1.4705 0.3039  -0.465
C: -1.2372 0.2558 1.4739  -0.788
C: 1.0186 -0.8880 0.6516  -0.596
C: 0.5428 -2.2916 1.0829  1.611
O: -0.1679 -3.0974 0.1204  -0.623
H: -0.0429 -0.0015 -1.7529  0.339
H: -1.6704 0.6344 -1.1716  0.379
H: -1.0633 -1.0944 -1.1632  0.117
H: -0.1898 2.2320 0.0111  -0.245
H: 1.3601 1.4563 -0.4059  -0.105
H: 0.9026 1.5866 1.3228  0.655
H: -0.9198 0.4110 2.5051  0.422
H: -1.8818 -0.6004 1.2750  -0.081
H: -1.8111 1.1177 1.1336  0.208
H: 1.3442 -0.5065 1.6194  0.220
H: 1.7234 -0.8631 -0.1795  0.655
H: -0.0893 -2.1796 1.9639  -0.126
H: 1.4370 -2.8558 1.3476  -1.140
H: -0.2850 -4.0002 0.4251  0.300
C: -1.3848 4.6530 -4.8433  0.677
F: -2.0906 5.3437 -5.6455  -0.243
F: -0.8866 3.5874 -5.3547  -0.198
F: -0.3935 5.4242 -4.3915  -0.230
S: -2.5106 4.1129 -3.3084  0.918
O: -1.6534 3.0806 -2.6143  -0.768
O: -2.6774 5.3553 -2.5578  -0.654
O: -3.7762 3.5090 -3.8933  -0.723
C: 1.8533 -7.4398 3.2495  0.617
F: 1.8301 -8.5198 4.0023  -0.231
F: 2.0528 -6.3677 3.9664  -0.197
F: 2.6825 -7.6316 2.2425  -0.253
S: 0.2356 -7.1571 2.3981  1.165
O: 0.5080 -6.0413 1.4693  -0.654
O: -0.0296 -8.4453 1.6998  -0.710
O: -0.7329 -6.8948 3.4690  -0.690
C: 4.3083 4.9383 0.9664  0.349
F: 4.3955 6.0781 1.6821  -0.213
F: 3.5753 5.0287 -0.1517  -0.168
F: 5.5218 4.5446 0.6762  -0.225
S: 3.3303 3.5773 1.9261  1.254
O: 3.5278 2.3609 1.1423  -0.632
O: 3.8671 3.5517 3.2378  -0.676
O: 1.9371 3.9672 2.0168  -0.630
C: -4.2784 -2.7996 0.2012  0.502
F: -3.5761 -3.1667 1.2061  -0.060
F: -4.3080 -1.5083 0.2088  -0.097
F: -3.6320 -3.3227 -0.8671  -0.157
S: -6.1860 -3.4628 0.3366  1.172
O: -6.1150 -4.8357 0.1388  -0.431
O: -6.6570 -3.2319 1.7070  -0.398
O: -6.9843 -2.8004 -0.7456  -0.433
C: 2.0867 -2.1225 4.8807  0.416
F: 2.9775 -2.7123 5.6434  -0.244
F: 2.1752 -2.9791 3.8289  -0.256
F: 0.9243 -2.1496 5.4084  -0.159
S: 2.5705 -0.3419 4.3434  1.029
O: 3.2327 0.3479 5.4340  -0.645
O: 3.3702 -0.5086 3.1352  -0.562
O: 1.3172 0.3122 3.9757  -0.577
C: -2.6446 4.0349 2.3372  0.302
F: -2.9052 5.2301 2.7514  -0.249
F: -2.2622 4.1346 1.0143  0.039
F: -1.6009 3.5535 3.0111  -0.162
S: -4.2057 2.9658 2.7515  1.160
O: -3.7509 1.5877 2.4713  -1.065
O: -4.6043 3.1206 4.1564  -0.729
O: -5.1654 3.3925 1.7616  -0.699

Orbital gap (spin up / spin down): 6.6 / 1.9 eV
Net charge: +1
Spin multiplicity: 2
⟨S²⟩: 0.767
M: 1519.45 g mol⁻¹

Molecular formula: C35H78NO11
Method: DFT, the ωB97M-V functional and the def2-TZVPD basis

Last column: Mulliken charge in e.
Element x y z (Å)
C: 6.3508 -3.2776 3.9973  -0.733
C: 6.3437 -1.9033 4.9095  -0.368
C: 7.6018 -0.8910 4.6299  -0.668
C: 7.8619 -0.5426 3.0370  -0.523
C: 6.7192 0.4199 2.3572  0.178
C: 5.3545 -0.3515 1.8797  -0.084
C: 5.3256 -0.7888 0.2939  -0.387
C: 3.7511 -1.2617 -0.0094  -0.629
C: 2.8054 0.0061 -0.4942  -0.294
C: 1.2289 -0.1266 0.0364  -0.438
C: 0.7138 1.3196 0.7001  -0.474
C: -0.3217 1.0684 1.9469  -0.775
C: -1.9293 1.1973 1.5045  -0.129
C: -2.7798 0.6084 2.8045  -0.649
N: -4.0398 -0.1394 2.4223  -0.017
C: -4.0645 -1.5008 3.1358  -0.767
C: -5.4208 -2.3577 2.7920  -0.611
O: -5.5071 -2.8359 1.3970  -0.167
C: -4.3898 -3.7873 1.1945  0.126
O: -4.3158 -5.0136 1.7236  -0.465
H: 7.1929 -3.3184 3.1855  0.190
H: 6.4941 -4.2370 4.6759  0.308
H: 5.3218 -3.3735 3.3995  0.143
H: 6.2687 -2.2641 6.0390  0.366
H: 5.3495 -1.2682 4.7267  0.186
H: 8.6037 -1.3812 5.0495  0.300
H: 7.4211 0.0862 5.2534  0.253
H: 8.1030 -1.5097 2.3800  0.173
H: 8.8757 0.0874 3.0144  0.318
H: 6.4516 1.2994 3.1059  -0.109
H: 7.1898 0.9000 1.3711  0.131
H: 5.0720 -1.3020 2.5005  -0.192
H: 4.4603 0.4225 2.0404  -0.004
H: 6.0391 -1.7126 0.1128  0.295
H: 5.6222 0.1150 -0.3877  0.209
H: 3.7904 -2.0024 -0.9413  0.300
H: 3.2606 -1.8150 0.9069  0.277
H: 3.3168 1.0047 -0.1223  0.121
H: 2.7359 -0.0017 -1.6849  0.295
H: 0.5241 -0.3113 -0.9073  0.027
H: 1.1011 -1.0029 0.8073  0.315
H: 1.6994 1.7982 1.1727  0.280
H: 0.3101 2.0664 -0.1110  0.287
H: -0.1550 1.9089 2.7658  0.299
H: -0.1662 -0.0075 2.3920  0.314
H: -2.2459 2.3441 1.4095  0.303
H: -2.1577 0.6365 0.5005  0.062
H: -3.0818 1.4919 3.5141  0.253
H: -2.1182 -0.1290 3.4633  0.330
H: -4.8685 0.3931 2.8136  0.450
H: -4.2017 -0.2386 1.3952  0.407
H: -3.0584 -2.0794 2.9609  0.469
H: -4.1159 -1.2327 4.2955  0.386
H: -6.3549 -1.6681 3.0267  0.328
H: -5.4766 -3.2676 3.5613  0.398
H: -3.5140 -3.4109 0.4800  0.327
C: 6.2353 3.6145 0.6801  -0.548
O: 6.2258 4.6826 1.6131  -0.348
C: 6.7482 4.2927 2.8845  -0.354
C: 7.1409 5.5273 3.6989  -0.571
O: 8.4259 6.0483 3.3340  -0.473
C: 8.4735 6.7615 2.0910  -0.355
C: 7.8319 8.1487 2.1773  -0.605
O: 6.4124 8.0498 2.0444  -0.231
C: 5.7551 9.2447 2.4350  -0.770
H: 5.6350 2.7773 1.0518  0.052
H: 5.8002 3.9706 -0.2570  0.386
H: 7.2599 3.2869 0.4862  0.323
H: 7.6224 3.6461 2.7528  0.304
H: 5.9618 3.7407 3.4114  0.389
H: 7.2407 5.2228 4.7471  0.405
H: 6.3757 6.3047 3.6647  0.224
H: 8.0554 6.1651 1.2779  0.152
H: 9.5394 6.8943 1.8751  0.387
H: 8.2009 8.7741 1.3560  0.452
H: 8.0883 8.6141 3.1351  0.353
H: 5.9402 9.4514 3.4940  0.319
H: 4.6799 9.1067 2.2938  0.229
H: 6.0884 10.0867 1.8200  0.309
C: -9.1121 -5.0775 -5.0002  -0.767
O: -9.4977 -4.5050 -3.7613  -0.218
C: -10.6666 -5.1246 -3.2215  -0.590
C: -10.7898 -4.8160 -1.7277  -0.370
O: -9.9682 -5.6649 -0.9151  -0.473
C: -8.5651 -5.3707 -0.9358  -0.552
C: -8.2107 -4.1107 -0.1419  0.040
O: -8.4479 -2.9424 -0.9301  -0.211
C: -8.4452 -1.7600 -0.1464  -0.488
H: -9.9188 -4.9786 -5.7342  0.317
H: -8.2333 -4.5428 -5.3690  0.219
H: -8.8494 -6.1303 -4.8682  0.324
H: -10.6238 -6.2088 -3.3704  0.360
H: -11.5338 -4.7169 -3.7529  0.434
H: -11.8196 -5.0335 -1.4217  0.389
H: -10.6080 -3.7627 -1.5075  0.155
H: -8.1851 -5.3326 -1.9585  0.209
H: -8.0838 -6.2252 -0.4473  0.391
H: -7.1452 -4.1283 0.1158  -0.111
H: -8.8082 -4.0730 0.7753  0.426
H: -9.2547 -1.7905 0.5900  0.387
H: -8.6151 -0.9081 -0.8101  0.263
H: -7.4806 -1.6321 0.3551  -0.091
C: -0.8813 0.3129 -8.5007  -0.777
O: -1.1186 -0.2425 -7.2175  -0.252
C: 0.0560 -0.2415 -6.4039  -0.668
C: -0.3185 -0.4118 -4.9299  -0.334
O: -0.7396 0.8147 -4.3182  -0.438
C: -2.0528 1.2651 -4.6765  -0.458
C: -3.1631 0.4450 -4.0145  -0.291
O: -3.3969 -0.7594 -4.7474  -0.265
C: -4.1728 -1.6908 -4.0105  -0.733
H: -0.1047 -0.2543 -9.0247  0.319
H: -1.8076 0.2569 -9.0778  0.235
H: -0.5880 1.3622 -8.4136  0.327
H: 0.6083 0.6949 -6.5370  0.351
H: 0.6814 -1.0828 -6.7229  0.442
H: 0.5841 -0.7106 -4.3845  0.341
H: -1.0569 -1.2014 -4.7803  0.229
H: -2.1702 1.3161 -5.7606  0.205
H: -2.1190 2.2914 -4.2988  0.413
H: -4.0951 1.0225 -4.0162  0.485
H: -2.8812 0.2085 -2.9828  0.034
H: -3.6411 -1.9942 -3.1030  0.249
H: -4.3268 -2.5767 -4.6322  0.281
H: -5.1475 -1.2633 -3.7545  0.310

Orbital gap: 7.0 eV
Net charge: +1
M: 689.01 g mol⁻¹

Molecular formula: C5H9N3
Method: DFT, the ωB97M-V functional and the def2-TZVPD basis

Last column: Mulliken charge in e.
Element x y z (Å)
C: 2.2308 -0.3289 0.0082  -1.272
C: 1.1628 0.2678 0.8935  -0.045
C: -1.0265 -0.0700 0.8001  -0.069
C: -1.7117 -0.6138 -0.4869  -0.307
C: -0.0691 1.0234 0.1558  -0.218
H: 2.9731 0.4056 -0.3075  0.349
H: 1.7439 -0.7139 -0.9144  0.305
H: 2.6800 -1.1806 0.6288  0.299
H: 1.4905 0.7485 1.8007  0.483
H: 0.1548 -1.1291 2.1753  0.272
H: -1.6473 0.2222 1.6452  0.455
H: -2.5269 -1.3510 -0.5782  0.399
H: 0.0664 1.4295 -1.8875  0.265
H: -0.2609 2.0759 0.4116  0.380
N: 0.1705 -0.8504 1.1874  -0.610
N: -1.1963 -0.1580 -1.5759  -0.615
N: -0.1444 0.6973 -1.2113  -0.071

Orbital gap: 9.3 eV
Energy relative to the best compared isomer or geometry (same formula, charge and spin): 60.4 kcal per mole
SMILES: C[C@@H]1N[C@@H]2C=NN[C@H]12
Net charge: 0
M: 111.15 g mol⁻¹